No. 1
{"formula": "CHN3O", "method": "ωB97M-V with the def2-TZVPD basis set", "relative_energy_kcal_mol": 64.3, "gap_ev": [10.3, 7.5], "spin_multiplicity": 3, "symbols": ["C", "N", "N", "N", "O", "H"], "positions_angstrom": [[-1.834379, 0.460755, 0.062688], [-2.889650, 0.861670, -0.019841], [1.361335, 0.473882, 0.030010], [0.550582, -0.461769, -0.051772], [0.363025, -1.656428, 0.027438], [2.449089, 0.321892, -0.048524]], "forces_ev_per_angstrom": [[2.560, -1.066, 0.312], [-3.124, 1.212, -0.267], [0.316, -1.362, -0.774], [1.814, 1.144, 0.697], [0.682, 0.699, -0.315], [-2.249, -0.627, 0.347]], "mulliken_spin": [0.91, 0.06, -0.02, 0.51, 0.43, 0.11]}

---

No. 2
{"formula": "C34H37N4OPbS2Te", "method": "ωB97M-V with the def2-TZVPD basis set", "relative_energy_kcal_mol": 80.1, "gap_ev": [3.8, 3.8], "total_charge": 3, "symbols": ["Pb", "S", "C", "C", "C", "C", "C", "C", "N", "C", "C", "C", "C", "C", "C", "C", "C", "N", "C", "C", "C", "C", "C", "S", "C", "H", "H", "H", "H", "H", "H", "H", "H", "H", "H", "H", "H", "N", "C", "H", "C", "Te", "C", "H", "H", "H", "H", "H", "H", "C", "C", "O", "H", "H", "H", "H", "H", "H", "C", "N", "C", "C", "C", "C", "C", "C", "C", "C", "H", "H", "H", "H", "H", "H", "H", "H", "H", "H", "H", "H"], "positions_angstrom": [[-1.332911, 0.362949, 0.318101], [-2.923708, -2.786462, -6.317098], [-4.311678, -3.748174, -6.169577], [-4.844326, -3.708251, -4.911958], [-4.106048, -2.878918, -4.049904], [-3.015338, -2.291941, -4.652285], [-2.040865, -1.386121, -4.074656], [-2.077577, -1.040279, -2.709228], [-1.234023, -0.202255, -2.139566], [-0.287745, 0.409288, -2.881077], [-0.134682, 0.102943, -4.248169], [0.893527, 0.755424, -5.004798], [1.693772, 1.680103, -4.434919], [1.545960, 2.030663, -3.052570], [2.377747, 2.964896, -2.425787], [2.201820, 3.270844, -1.082807], [1.117288, 2.650247, -0.434225], [0.351055, 1.728392, -0.985687], [0.552897, 1.397798, -2.280215], [3.107395, 4.122469, -0.330481], [2.987200, 4.569201, 0.968077], [4.104714, 5.303289, 1.408490], [5.070099, 5.406186, 0.446432], [4.632196, 4.627003, -0.995699], [-1.020555, -0.810460, -4.824372], [-4.679446, -4.303495, -7.017920], [-5.730727, -4.253742, -4.626124], [-4.383075, -2.706680, -3.019236], [-2.829361, -1.469396, -2.053794], [1.008166, 0.493697, -6.048634], [2.464351, 2.179029, -5.008067], [3.160632, 3.446089, -2.999317], [0.897099, 2.909441, 0.591261], [2.107702, 4.413475, 1.577884], [4.196659, 5.743351, 2.390026], [6.014553, 5.922321, 0.517792], [-0.917331, -1.052099, -5.874853], [-0.073856, -2.959226, 0.027868], [-0.571189, -1.932124, 0.210920], [0.212916, -3.910179, -0.143347], [-5.412716, -1.548909, -0.145286], [-3.614352, -2.117628, 0.876780], [-3.521251, -3.977682, -0.197115], [-5.352220, -1.785045, -1.203743], [-5.587354, -0.485807, -0.004440], [-6.222848, -2.113225, 0.312058], [-4.453555, -4.498100, 0.014294], [-2.696657, -4.568106, 0.194688], [-3.412322, -3.842439, -1.271291], [-0.376097, -1.772992, 4.375727], [-1.798326, -1.982774, 3.890702], [-2.309178, -0.833624, 3.183864], [-0.005702, -2.679917, 4.854507], [-0.335048, -0.961537, 5.104092], [0.273430, -1.514300, 3.537220], [-2.459899, -2.218870, 4.725460], [-1.843772, -2.810797, 3.179478], [-2.401312, -0.126793, 3.833901], [2.978472, -1.860595, 2.059813], [3.347836, -0.473083, 2.080895], [4.474077, -0.107301, 2.897973], [2.529939, 0.520985, 1.450688], [1.507865, 1.199323, 2.391456], [2.011492, 1.965095, 3.450962], [1.152141, 2.687187, 4.261128], [-0.212350, 2.665973, 4.026171], [-0.722850, 1.911615, 2.973380], [0.146994, 1.176991, 2.183617], [3.825587, -2.462013, 1.716908], [2.138671, -2.012660, 1.388640], [2.717399, -2.210949, 3.063846], [5.318772, -0.764620, 2.674836], [4.240374, -0.230806, 3.961853], [4.773072, 0.919058, 2.704868], [1.988355, 0.069772, 0.619803], [3.177414, 1.312156, 1.057554], [3.078176, 2.022017, 3.619045], [1.555205, 3.281532, 5.070536], [-0.890448, 3.245604, 4.639195], [-1.790317, 1.933965, 2.785460]], "forces_ev_per_angstrom": [[-0.296, 0.834, 0.186], [0.048, 0.167, 0.430], [-0.152, -0.084, 0.099], [-0.079, -0.153, -0.203], [0.299, 0.249, 0.057], [-0.298, -0.424, -0.388], [0.339, 0.252, -0.058], [-0.001, -0.068, -0.043], [0.016, 0.098, 0.189], [-0.091, -0.252, -0.457], [-0.054, 0.103, 0.275], [0.141, 0.103, -0.048], [-0.011, -0.080, -0.109], [-0.163, -0.145, 0.136], [-0.098, 0.040, 0.298], [-0.156, -0.190, -0.354], [0.105, 0.093, 0.015], [-0.059, -0.066, -0.098], [0.273, 0.239, -0.019], [0.530, 0.290, 0.193], [-0.226, -0.172, -0.280], [0.272, 0.091, -0.004], [-0.045, 0.086, 0.192], [-0.380, -0.164, 0.087], [-0.223, -0.108, 0.220], [0.022, 0.018, -0.021], [-0.011, 0.010, -0.013], [-0.028, 0.008, -0.008], [-0.011, -0.020, -0.027], [-0.007, 0.026, -0.009], [-0.012, -0.020, -0.036], [0.022, -0.028, -0.029], [-0.019, -0.005, 0.008], [-0.010, -0.007, 0.022], [-0.012, 0.044, -0.017], [0.004, -0.004, -0.027], [0.016, 0.036, -0.029], [-0.316, -0.032, 0.054], [1.101, -0.784, -0.088], [0.024, 0.053, -0.046], [0.013, 0.089, 0.190], [-0.885, -0.329, -0.581], [0.160, 0.138, 0.051], [0.136, -0.002, 0.010], [0.036, 0.003, 0.024], [0.024, -0.019, 0.022], [-0.031, 0.047, 0.032], [-0.001, 0.012, 0.025], [0.017, 0.100, 0.032], [-0.157, 0.016, -0.042], [0.061, 0.115, 0.024], [0.289, 0.017, 0.248], [0.004, 0.011, 0.024], [0.052, -0.007, 0.010], [0.043, 0.018, -0.034], [-0.022, -0.065, -0.046], [-0.032, -0.021, 0.046], [-0.041, 0.026, -0.032], [-0.160, -0.314, -0.247], [-0.034, -0.168, 0.550], [0.478, 0.229, -0.094], [-0.471, 0.616, -0.429], [0.568, -0.194, 0.276], [-0.246, -0.098, -0.138], [0.165, 0.043, 0.178], [-0.195, -0.008, -0.101], [0.225, 0.090, 0.089], [-0.493, -0.356, -0.346], [0.061, 0.079, 0.054], [-0.014, 0.054, 0.050], [0.059, 0.133, 0.057], [-0.087, -0.093, -0.003], [-0.134, -0.053, -0.044], [-0.063, 0.004, -0.010], [0.102, -0.114, 0.017], [0.099, -0.108, 0.023], [0.009, 0.074, 0.042], [-0.018, 0.003, -0.002], [0.049, 0.016, 0.042], [-0.022, -0.016, -0.014]], "lowdin_charge": [1.29, 1.11, -0.37, -0.15, -0.12, -0.47, -0.17, -0.07, -0.02, -0.16, -0.11, 0.02, 0.02, -0.11, 0.07, -0.18, -0.08, 0.01, -0.16, -0.48, -0.12, -0.16, -0.38, 1.10, 0.06, 0.09, 0.12, 0.07, 0.07, 0.14, 0.13, 0.12, 0.11, 0.11, 0.12, 0.09, 0.12, 0.21, -0.24, 0.14, -0.35, 1.42, -0.36, 0.00, 0.02, 0.03, 0.03, 0.00, 0.00, -0.07, -0.31, -0.28, 0.09, 0.09, 0.04, 0.13, 0.07, 0.09, 0.02, -0.07, 0.02, -0.09, -0.24, -0.03, -0.03, -0.03, -0.15, -0.22, 0.13, 0.07, 0.13, 0.13, 0.14, 0.11, 0.12, 0.15, 0.11, 0.13, 0.13, 0.09]}

---

No. 3
{"formula": "C10H16", "method": "ωB97M-V with the def2-TZVPD basis set", "smiles": "CCc1ccccc1.CC", "relative_energy_kcal_mol": 25.0, "gap_ev": 10.0, "symbols": ["C", "C", "C", "C", "C", "C", "C", "C", "H", "H", "H", "H", "H", "H", "H", "H", "H", "H", "C", "C", "H", "H", "H", "H", "H", "H"], "positions_angstrom": [[1.412893, -1.082696, 1.668771], [1.396328, -0.324994, 0.340597], [0.407060, -0.731351, -0.718158], [-0.332817, 0.271537, -1.367488], [-1.083822, -0.159491, -2.452789], [-1.014154, -1.445221, -2.998320], [-0.118509, -2.358047, -2.474770], [0.585158, -1.956537, -1.337720], [2.169727, -1.825261, 1.692987], [0.474894, -1.569918, 1.939069], [1.583875, -0.380221, 2.488159], [1.311638, 0.743910, 0.511793], [2.425659, -0.274223, -0.018155], [-0.196165, 1.310552, -1.116487], [-1.483421, 0.590674, -3.128043], [-1.736926, -1.580014, -3.794167], [0.187056, -3.249470, -2.983423], [1.440154, -2.587868, -1.128417], [-0.322629, 2.404549, 2.193278], [-1.549661, 1.739159, 1.572114], [-0.461611, 3.480254, 2.298936], [-0.109231, 1.941393, 3.146509], [0.565914, 2.313292, 1.568937], [-2.455379, 2.097291, 2.054243], [-1.504117, 0.650457, 1.528801], [-1.591915, 1.982245, 0.513740]], "forces_ev_per_angstrom": [[-0.924, 0.760, 0.407], [0.415, 0.752, 0.476], [1.518, 0.908, -0.342], [-0.108, -1.910, -0.251], [0.645, 0.916, -0.793], [-0.837, 0.634, 0.461], [-0.039, 1.001, 0.432], [0.010, -0.806, -0.882], [0.734, -0.734, 0.038], [-0.151, 0.008, -0.367], [0.265, -0.060, -0.027], [-0.754, 0.147, 0.332], [0.094, -0.771, -0.541], [-0.293, 0.078, 0.200], [-0.667, 0.048, 0.384], [0.541, -0.603, -0.367], [-0.278, -0.487, -0.123], [-0.089, 0.008, 0.824], [-0.033, -0.151, -0.329], [0.408, 0.243, -0.678], [-0.178, -0.034, 0.272], [0.179, 0.177, 0.396], [-0.008, -0.223, -0.009], [-0.146, -0.269, 0.010], [0.005, -0.037, 0.577], [-0.310, 0.405, -0.101]], "nbo_charge": [-0.61, -0.43, -0.01, -0.21, -0.21, -0.22, -0.21, -0.21, 0.21, 0.21, 0.21, 0.20, 0.21, 0.22, 0.21, 0.21, 0.21, 0.21, -0.61, -0.61, 0.20, 0.20, 0.19, 0.21, 0.21, 0.20]}